Below is a molecular structure, C34H53BrCaN2P2, with properties calculated with ωB97M-V with the def2-TZVPD basis set.

CARTESIAN COORDINATES (ANGSTROEM)
1 Br 1.72756 -0.89020 1.39478
2 Ca 0.84857 1.06451 -0.36241
3 P 5.74379 -0.77967 -1.01682
4 P -0.58495 -1.75904 -0.99371
5 N -7.02745 5.36972 -6.43539
6 N 0.57926 -0.29307 4.30437
7 C 4.97840 -1.24908 -2.63378
8 C -0.11697 2.97592 3.93296
9 C -2.74840 1.96368 -1.70586
10 C 0.52274 -2.42682 -2.32356
11 C -2.49494 2.02736 -3.11088
12 C 0.02717 1.90719 1.79462
13 C -6.84291 5.96830 -5.26081
14 C -1.37874 1.34888 -3.65036
15 C -3.33906 2.75093 -4.02897
16 C -3.38098 -1.68717 -0.71361
17 C -4.17967 3.77673 -3.70963
18 C -0.56557 0.57919 -2.82155
19 C -0.63644 0.52813 3.84422
20 C -0.23204 1.79949 3.14379
21 C -2.27597 -2.02258 -1.70933
22 C 0.75501 4.20670 2.03615
23 C 0.18333 -1.58718 4.93956
24 C 5.54603 -2.04560 1.44567
25 C -0.48639 -3.17904 0.21613
26 C -5.45227 3.66953 -5.86119
27 C 0.41552 4.14730 3.38359
28 C 6.28728 1.89658 -1.22199
29 C 0.48421 3.08238 1.20520
30 C -1.54340 -4.27742 0.13977
31 C -1.98409 1.08613 -0.90858
32 C -5.92027 5.47074 -4.33050
33 C 5.13559 0.94857 -0.86599
34 C 4.75513 -1.75981 0.17062
35 C -5.17352 4.30630 -4.62941
36 C 5.77922 -2.37750 -3.30093
37 C -0.03206 -2.36578 -3.74099
38 C 1.45591 0.48174 5.23622
39 C -1.06669 0.22416 -1.55472
40 C -6.36834 4.25844 -6.75081
41 H -0.40340 -1.35204 5.84287
42 H -3.75282 -2.60581 -0.24154
43 H 2.28986 -0.16770 5.53839
44 H 0.35959 0.13582 -3.21253
45 H 4.39941 -2.68464 -0.31146
46 H 5.45564 -2.48319 -4.34381
47 H -4.22346 -1.20734 -1.24163
48 H -3.25374 2.47797 -5.09006
49 H -3.58300 2.52534 -1.26474
50 H 0.50530 -3.62322 0.05972
51 H -0.24849 -1.35065 -4.08801
52 H 1.13155 -0.50272 3.42526
53 H -2.13344 0.98811 0.18206
54 H -4.08334 4.31022 -2.75945
55 H -5.76188 6.01156 -3.40813
56 H -2.50751 -3.95847 0.55014
57 H 0.68913 -3.47762 -2.04137
58 H 0.70503 -2.78238 -4.45006
59 H 0.63948 3.25230 0.11800
60 H 4.95983 -2.67497 2.12177
61 H 4.29774 1.05952 -1.57054
62 H -7.44402 6.85636 -5.04093
63 H 1.83042 1.37904 4.72489
64 H 1.20772 5.11337 1.61399
65 H -4.96087 2.73250 -6.12071
66 H -1.17389 0.76444 4.76980
67 H -1.20839 -5.13791 0.73206
68 H -6.57585 3.78470 -7.72323
69 H -0.46647 -2.72670 1.21738
70 H -0.96386 -2.93563 -3.81435
71 H 6.85744 -2.15178 -3.28967
72 H 4.76966 1.11532 0.15862
73 H -1.25410 -0.13473 3.22509
74 H 3.93220 -1.54668 -2.44744
75 H 0.54066 5.02005 4.04167
76 H -2.34291 -1.35615 -2.59132
77 H 3.87960 -1.13117 0.40100
78 H 6.48938 -2.55934 1.22340
79 H 1.08650 -2.13482 5.22103
80 H -0.42572 -2.18306 4.24405
81 H 1.51511 -1.94283 -2.24559
82 H -2.29854 -3.05649 -2.07384
83 H -3.08077 -0.98595 0.07944
84 H 6.43703 1.95744 -2.30864
85 H 0.84355 0.75208 6.11128
86 H 4.98947 -0.33826 -3.25865
87 H -1.70470 -4.63556 -0.88438
88 H 5.61010 -3.34312 -2.79814
89 H -1.18349 1.40081 -4.72743
90 H 7.23070 1.56829 -0.76795
91 H 6.07542 2.90822 -0.87060
92 H -0.44922 2.94690 4.98600
93 H 5.77544 -1.11594 1.98139

Values from the calculation:
Molar mass = 671.74 g mol⁻¹
Net charge = +2
Lowest unoccupied orbital energy = -0.2622 Ha
Total energy = -146140.2629 eV
Highest occupied orbital energy = -11.93 eV

What are the Mulliken partial charges on each atom? They are as follows, in elementary charge units: number 1, Br, carries -0.51; number 2, Ca, carries 0.53; number 3, P, carries -0.18; number 4, P, carries 1.63; number 5, N, carries -0.55; number 6, N, carries 0.84; number 7, C, carries 0.55; number 8, C, carries -0.58; number 9, C, carries -1.20; number 10, C, carries -0.28; number 11, C, carries 1.25; number 12, C, carries 1.38; number 13, C, carries -0.32; number 14, C, carries -1.26; number 15, C, carries -0.76; number 16, C, carries -1.35; number 17, C, carries -0.21; number 18, C, carries -0.08; number 19, C, carries -1.15; number 20, C, carries -0.50; number 21, C, carries -1.39; number 22, C, carries -1.13; number 23, C, carries -0.76; number 24, C, carries -1.30; number 25, C, carries -0.22; number 26, C, carries -0.44; number 27, C, carries -0.54; number 28, C, carries -1.31; number 29, C, carries 0.17; number 30, C, carries -1.27; number 31, C, carries 0.13; number 32, C, carries -0.51; number 33, C, carries 0.06; number 34, C, carries 0.92; number 35, C, carries 0.95; number 36, C, carries -1.27; number 37, C, carries -1.43; number 38, C, carries -0.78; number 39, C, carries -1.23; number 40, C, carries -0.34; number 41, H, carries 0.40; number 42, H, carries 0.42; number 43, H, carries 0.37; number 44, H, carries 1.23; number 45, H, carries 0.43; number 46, H, carries 0.39; number 47, H, carries 0.33; number 48, H, carries 0.24; number 49, H, carries 0.37; number 50, H, carries 0.61; number 51, H, carries 0.37; number 52, H, carries -0.65; number 53, H, carries 0.69; number 54, H, carries 0.36; number 55, H, carries 0.35; number 56, H, carries 0.30; number 57, H, carries 0.68; number 58, H, carries 0.44; number 59, H, carries 0.28; number 60, H, carries 0.34; number 61, H, carries -0.10; number 62, H, carries 0.36; number 63, H, carries 0.30; number 64, H, carries 0.38; number 65, H, carries 0.29; number 66, H, carries 0.52; number 67, H, carries 0.44; number 68, H, carries 0.35; number 69, H, carries -0.08; number 70, H, carries 0.34; number 71, H, carries 0.37; number 72, H, carries 0.38; number 73, H, carries 0.25; number 74, H, carries -0.72; number 75, H, carries 0.39; number 76, H, carries 0.56; number 77, H, carries -0.87; number 78, H, carries 0.40; number 79, H, carries 0.36; number 80, H, carries 0.23; number 81, H, carries -0.23; number 82, H, carries 0.73; number 83, H, carries 0.20; number 84, H, carries 0.31; number 85, H, carries 0.38; number 86, H, carries 0.44; number 87, H, carries 0.32; number 88, H, carries 0.31; number 89, H, carries 0.47; number 90, H, carries 0.37; number 91, H, carries 0.37; number 92, H, carries 0.37; number 93, H, carries 0.31